Record 1
A single C7H14 molecule, computed with ωB97M-V/def2-TZVPD.

Output
SMILES ... C[C@@H]1[C@H](C)C[C@@H]1C
LUMO level ... 1.07 eV
Gap between HOMO and LUMO ... 10.73 eV
Calculated total energy ... -7483.4096 eV
Relative energy (zero: lowest compared OMol25 entry of this formula, charge and spin) ... 278.3 kJ/mol

ORCA input file:
```
! wB97M-V def2-TZVPD RIJCOSX def2/J DEFGRID3
* xyz 0 1
C 1.044 -0.563 -0.572
C -2.433 -0.262 0.270
C -0.050 -1.442 0.098
C 0.041 1.361 0.804
C -1.128 -0.489 -0.505
C 2.382 0.028 -0.238
C 0.068 0.590 -0.515
H 3.260 -0.510 -0.625
H 1.108 -0.920 -1.612
H -0.036 -1.408 1.194
H -0.817 2.044 0.798
H 2.153 1.096 -0.889
H 0.955 1.952 0.864
H -3.087 -1.147 0.232
H -0.047 -2.476 -0.250
H 2.528 0.261 0.829
H -1.369 -0.814 -1.523
H -2.256 -0.041 1.329
H -0.028 0.762 1.723
H -2.998 0.575 -0.157
H 0.710 1.404 -1.257
*
```

---

Record 2
8 unconnected molecules or ions with the total composition C10H37NO8, computed with ωB97M-V/def2-TZVPD.

Output
LUMO level (alpha / beta) ... -2.91 / -9.06 eV
Gap between HOMO and LUMO (alpha / beta) ... 8.82 / 2.67 eV
Calculated total energy ... -28828.4079 eV
Relative energy (zero: lowest compared OMol25 entry of this formula, charge and spin) ... 176.3 kJ/mol
Expectation value of S² ... 0.755

ORCA input file:
```
! wB97M-V def2-TZVPD RIJCOSX def2/J DEFGRID3
* xyz 1 2
O -0.829 -3.935 -1.378
O -1.572 -1.123 -3.605
O 1.933 -2.777 -1.998
O -3.349 1.731 2.452
O 2.161 1.936 -1.924
O -3.094 -2.263 -1.500
O -0.833 -0.620 -0.473
O 3.123 0.887 2.497
N -5.042 4.094 2.712
C -2.859 0.861 1.450
C 3.021 0.757 -3.782
C -4.228 3.164 4.810
C 4.242 0.290 0.505
C 3.614 -3.763 -0.483
C 1.860 0.877 -2.776
C 2.988 -3.629 -1.879
C 3.014 0.046 1.381
C -3.813 3.880 3.400
C -2.942 3.099 2.428
H 3.018 -0.953 1.816
H -1.751 -3.678 -1.359
H -4.827 4.588 1.858
H 1.188 -3.308 -1.706
H 3.711 -2.728 -0.153
H -0.715 -1.518 -3.767
H -3.301 -0.134 1.410
H 3.851 0.203 -3.343
H 3.845 -3.327 -2.482
H 4.590 -4.247 -0.498
H -3.420 2.658 5.339
H 2.626 0.245 -4.660
H 1.537 -0.058 -2.316
H 2.579 -4.619 -2.081
H -1.400 -1.372 -0.298
H -3.070 1.230 0.446
H -1.381 -0.341 -3.087
H 1.022 1.277 -3.345
H -4.516 3.941 5.518
H 5.168 0.009 1.007
H -5.246 3.132 2.480
H -4.968 2.374 4.678
H 3.607 1.596 -4.158
H 2.966 0.258 3.205
H -1.770 0.813 1.466
H -3.993 -2.539 -1.679
H 4.180 -0.235 -0.448
H 2.921 -4.352 0.117
H 0.031 -1.002 -0.628
H -2.744 -2.015 -2.356
H 1.561 1.794 -1.188
H -3.141 3.338 1.383
H 4.232 1.366 0.329
H -3.349 4.851 3.578
H -1.867 3.080 2.608
H 2.050 0.314 0.948
H -0.621 -4.153 -0.469
*
```

---

Record 3
A molecular structure, C31H50O3P2PmS, computed with ωB97M-V/def2-TZVPD.

Output
LUMO level (alpha / beta) ... -3.40 / -3.30 eV
Gap between HOMO and LUMO (alpha / beta) ... 6.93 / 7.03 eV
Calculated total energy ... -85061.5217 eV
Expectation value of S² ... 6.012

ORCA input file:
```
! wB97M-V def2-TZVPD RIJCOSX def2/J DEFGRID3
* xyz 1 5
Pm 0.967 -0.809 1.365
S 1.502 1.764 2.285
P 2.115 -2.992 -3.140
P 1.415 -0.249 -4.206
O 2.105 0.473 2.823
O 2.346 2.533 1.420
O 0.235 1.289 1.580
C -0.563 -3.421 0.539
C -3.441 1.510 -3.059
C -1.248 -0.874 3.189
C 2.151 -1.404 -5.473
C 3.205 -4.471 -3.170
C -1.533 -1.449 1.916
C -2.083 0.187 3.781
C 0.303 0.346 -5.544
C 1.232 -3.668 3.121
C -1.689 -0.290 -2.911
C -0.757 -2.649 1.795
C -3.387 1.772 -1.524
C -2.519 2.911 -1.109
C 2.971 -2.439 -4.757
C -0.274 5.003 7.073
C -1.239 3.005 -1.480
C 0.358 -1.393 5.150
C 0.089 -2.732 2.947
C -2.540 -0.932 0.955
C 2.776 1.026 -4.224
C 0.147 4.213 5.872
C 0.982 4.081 3.607
C 0.502 2.052 4.841
C -0.558 2.004 -2.394
C -0.712 0.481 -2.075
C 0.534 4.840 4.687
C 0.141 2.824 5.945
C -0.241 -1.648 3.815
C 0.698 -3.798 -4.029
C 0.951 2.685 3.680
C -2.793 0.231 -3.509
H -0.945 5.817 6.784
H 0.369 -4.652 -3.428
H -1.967 0.273 4.868
H -2.975 2.366 -3.574
H 2.640 1.716 -5.079
H -0.850 0.394 -0.983
H -4.409 1.990 -1.172
H 0.395 0.981 4.888
H 1.035 -4.605 2.584
H -3.082 0.864 -0.998
H -3.136 -0.063 3.589
H -0.158 -3.125 -4.150
H 2.184 -3.260 2.722
H 1.328 -1.868 -6.044
H 0.495 5.927 4.621
H -1.513 -1.383 -2.918
H -0.141 2.333 6.881
H 2.850 -5.225 -2.466
H 2.764 -0.796 -6.157
H 1.254 -0.750 5.079
H 3.751 0.506 -4.303
H 4.215 -4.147 -2.891
H -3.238 -0.237 -4.413
H -2.645 0.158 1.030
H 2.737 1.586 -3.276
H -0.404 -4.479 0.800
H -4.501 1.448 -3.338
H 0.838 0.377 -6.506
H -1.458 -3.341 -0.103
H 3.085 -3.304 -5.427
H 3.233 -4.899 -4.182
H -0.624 3.894 -1.220
H -3.537 -1.347 1.169
H 0.530 2.205 -2.386
H 1.342 4.557 2.708
H -2.290 -1.210 -0.079
H 0.591 5.441 7.587
H -0.088 1.330 -5.282
H -3.012 3.670 -0.496
H -0.889 2.181 -3.431
H 0.327 -3.112 -0.070
H 1.389 -3.895 4.185
H 0.277 -0.003 -2.276
H -0.350 -0.913 5.844
H 3.970 -2.050 -4.503
H -1.877 1.165 3.312
H 1.007 -4.162 -5.017
H -0.537 -0.359 -5.631
H -0.786 4.349 7.785
H 0.661 -2.355 5.579
*
```

---

Record 4
A gas-phase ion, C4H9N2O (charge +1), computed with ωB97M-V/def2-TZVPD.

Output
SMILES ... N[C@H]1C[C@@H]1OC=[NH2+]
LUMO level ... -4.45 eV
Gap between HOMO and LUMO ... 8.07 eV
Calculated total energy ... -9312.1739 eV
Relative energy (zero: lowest compared OMol25 entry of this formula, charge and spin) ... 370.7 kJ/mol

ORCA input file:
```
! wB97M-V def2-TZVPD RIJCOSX def2/J DEFGRID3
* xyz 1 1
O -0.914 0.586 0.096
N 2.782 0.760 -0.084
N -3.116 0.340 -0.250
C 0.321 0.189 0.465
C -1.962 -0.174 0.049
C 1.547 0.274 -0.476
C 0.960 -1.091 -0.082
H -1.880 -1.319 0.363
H 2.880 0.132 0.812
H -3.420 1.337 -0.269
H 1.465 0.364 -1.531
H 0.290 -1.489 -0.810
H 0.511 0.375 1.485
H -3.901 -0.311 -0.216
H 1.470 -1.806 0.485
H 2.967 1.832 -0.037
*
```

---

Record 5
7 unconnected molecules or ions with the total composition C22H56N7O11P2, computed with ωB97M-V/def2-TZVPD.

Output
LUMO level ... 1.43 eV
Gap between HOMO and LUMO ... 4.02 eV
Calculated total energy ... -75254.5822 eV

ORCA input file:
```
! wB97M-V def2-TZVPD RIJCOSX def2/J DEFGRID3
* xyz -1 1
P -1.893 0.559 -3.586
P -1.564 2.055 -1.914
O -3.783 -0.078 -0.607
O 2.094 4.944 -5.414
O -2.537 6.220 -1.147
O -0.866 -0.766 -3.445
O 0.094 5.018 -4.483
O 0.198 0.183 -0.007
O 4.037 -10.211 -0.017
O 3.349 4.223 1.967
O -3.439 -0.075 -3.459
O -1.795 1.120 -4.976
O 4.030 -3.495 1.505
N -0.182 3.297 0.303
N 4.083 -5.730 1.645
N -4.380 7.455 -0.844
N 3.557 -11.007 2.021
N -3.612 -0.164 1.613
N 0.110 -1.564 1.396
N 2.093 5.410 3.387
C 4.275 -7.089 1.171
C 2.814 -11.763 3.011
C -4.240 -0.483 0.443
C -3.373 6.963 -1.625
C 3.006 6.517 1.391
C -5.488 -1.332 0.518
C 4.651 -4.659 -0.491
C -3.982 -0.536 2.963
C 2.840 5.293 2.255
C 2.300 -0.799 0.594
C -0.256 3.010 -2.976
C 1.072 4.381 -5.124
C -1.449 3.303 -0.453
C -5.459 8.343 -1.226
C 1.414 6.583 3.895
C 4.233 -4.567 0.955
C -0.883 4.085 -3.871
C 3.310 -10.894 0.687
C -3.346 7.372 -3.077
C 0.800 -0.673 0.625
C 0.640 -2.641 2.208
C 2.122 -11.636 0.128
H 0.346 6.369 3.972
H -3.243 8.456 -3.164
H -4.880 -1.146 2.980
H 4.365 -10.486 2.325
H 3.802 -5.593 2.603
H -0.890 -1.427 1.371
H -0.500 1.271 -1.348
H -2.788 0.408 1.480
H 4.727 -3.656 -0.902
H 2.453 -11.081 3.782
H 3.621 6.263 0.532
H -6.260 -0.825 1.100
H -6.413 7.847 -1.035
H -5.407 9.250 -0.619
H 1.724 -2.690 2.153
H 4.576 -7.116 0.130
H 0.526 3.504 -2.367
H 0.220 -3.588 1.860
H 2.035 6.863 1.034
H 2.710 -0.029 -0.055
H 1.969 -12.281 2.569
H 5.046 -7.566 1.780
H -2.574 1.327 -1.171
H 0.980 3.315 -5.414
H 5.625 -5.144 -0.574
H -1.490 3.677 -4.695
H -2.494 6.903 -3.562
H 0.255 2.241 -3.592
H 2.058 -11.449 -0.940
H 1.201 -11.287 0.599
H -3.414 -0.604 -2.641
H 3.909 -5.215 -1.065
H -5.864 -1.494 -0.489
H 2.711 -0.664 1.596
H 3.502 7.313 1.951
H 1.799 6.815 4.892
H 0.560 3.804 -0.162
H 0.339 -2.484 3.247
H 2.588 -1.775 0.205
H -1.683 4.322 -0.818
H -1.544 4.727 -3.263
H -2.654 2.894 -2.472
H 3.341 -7.640 1.288
H 1.559 7.442 3.248
H -0.051 -0.473 -3.009
H -4.257 7.043 -3.580
H 2.236 -12.710 0.287
H -4.336 7.139 0.112
H 2.022 4.552 3.911
H -4.154 0.371 3.547
H 3.481 -12.494 3.473
H -3.161 -1.095 3.418
H -5.402 8.613 -2.276
H 0.100 2.368 0.587
H -2.258 3.041 0.270
H -5.262 -2.302 0.966
*
```

---

Record 6
A molecular structure, C7H15Cl2I2S, computed with ωB97M-V/def2-TZVPD.

Output
LUMO level ... -3.46 eV
Gap between HOMO and LUMO ... 9.24 eV
Calculated total energy ... -59576.4519 eV

ORCA input file:
```
! wB97M-V def2-TZVPD RIJCOSX def2/J DEFGRID3
* xyz 1 1
I 2.690 -2.774 0.768
I -1.991 -2.877 1.043
Cl -3.709 -0.603 -2.691
Cl -1.222 0.933 -2.937
S 0.489 -0.744 -0.256
C -2.449 0.160 0.816
C -2.889 0.702 -3.538
C 3.188 0.242 0.169
C 2.635 1.218 1.197
C -1.579 -0.836 1.573
C 2.305 -0.940 -0.250
C -0.081 -0.568 1.462
H 0.410 0.546 -0.644
H -3.400 -0.271 0.514
H 3.454 0.776 -0.747
H -2.816 0.456 -4.589
H 3.378 1.994 1.381
H 2.437 0.735 2.156
H -1.968 0.522 -0.096
H -1.792 -0.796 2.640
H 0.182 0.424 1.826
H 2.464 -1.184 -1.301
H 4.115 -0.181 0.558
H -3.423 1.629 -3.372
H 1.730 1.730 0.860
H 0.497 -1.317 2.007
H -2.656 1.025 1.451
*
```

---

Record 7
A single C2H6N4OS molecule, computed with ωB97M-V/def2-TZVPD.

Output
SMILES ... N/N=C(\N)C(=S)NO
LUMO level ... 0.21 eV
Gap between HOMO and LUMO ... 8.43 eV
Calculated total energy ... -21011.2577 eV
Relative energy (zero: lowest compared OMol25 entry of this formula, charge and spin) ... 390.6 kJ/mol

ORCA input file:
```
! wB97M-V def2-TZVPD RIJCOSX def2/J DEFGRID3
* xyz 0 1
S 0.068 1.891 -1.360
O 0.897 -1.880 -1.023
N 0.512 -0.679 -1.490
N -0.405 -1.368 2.368
N -0.113 -1.128 1.064
N -0.845 1.065 1.427
C 0.156 0.358 -0.709
C -0.391 0.044 0.685
H 0.470 -1.967 -0.156
H 0.209 -0.858 2.967
H 0.952 -0.439 -2.446
H -1.249 0.807 2.513
H -0.064 -2.329 2.596
H -1.217 1.933 1.030
*
```

---

Record 8
A single C4H7N3O molecule, computed with ωB97M-V/def2-TZVPD.

Output
SMILES ... [H]/N=C(/C=N/N)C(C)=O
LUMO level ... -0.47 eV
Gap between HOMO and LUMO ... 8.66 eV
Calculated total energy ... -10776.8574 eV
Relative energy (zero: lowest compared OMol25 entry of this formula, charge and spin) ... 278.8 kJ/mol

ORCA input file:
```
! wB97M-V def2-TZVPD RIJCOSX def2/J DEFGRID3
* xyz 0 1
O 1.377 2.305 -0.455
N -1.346 -2.308 -0.241
N -0.675 -1.133 -0.291
N 2.595 -0.025 0.259
C 0.611 1.386 -0.162
C 1.297 0.050 0.255
C 0.538 -1.224 0.158
C -0.837 1.652 0.113
H -1.060 2.717 -0.001
H -2.120 -2.239 0.427
H -1.480 1.169 -0.628
H -1.104 1.361 1.131
H 1.050 -2.154 0.453
H 2.966 0.932 0.117
H -1.811 -2.490 -1.136
*
```

---

Record 9
A single C3H5N3O molecule, computed with ωB97M-V/def2-TZVPD.

Output
LUMO level (alpha / beta) ... 0.20 / -0.12 eV
Gap between HOMO and LUMO (alpha / beta) ... 7.67 / 7.71 eV
Calculated total energy ... -9704.7298 eV
Relative energy (zero: lowest compared OMol25 entry of this formula, charge and spin) ... 564.8 kJ/mol

ORCA input file:
```
! wB97M-V def2-TZVPD RIJCOSX def2/J DEFGRID3
* xyz 0 1
O -1.083 1.649 1.740
N 0.520 -0.554 -0.309
N 0.282 0.275 0.632
N -1.986 0.414 0.065
C -0.963 0.792 0.895
C 1.848 -0.795 -0.644
C -2.870 0.331 -0.670
H 2.571 -0.200 -0.174
H 2.115 -0.769 -1.665
H -3.824 -0.103 -0.501
H 1.077 0.708 1.030
H 2.314 -1.749 -0.398
*
```

---

Record 10
A molecular structure, C40H44CoFO3P3, computed with ωB97M-V/def2-TZVPD.

Output
LUMO level (alpha / beta) ... -2.16 / -3.45 eV
Gap between HOMO and LUMO (alpha / beta) ... 5.70 / 7.58 eV
Calculated total energy ... -116542.2488 eV
Relative energy (zero: lowest compared OMol25 entry of this formula, charge and spin) ... 140.5 kJ/mol
Expectation value of S² ... 6.038

ORCA input file:
```
! wB97M-V def2-TZVPD RIJCOSX def2/J DEFGRID3
* xyz 1 5
Co -1.005 -0.598 -0.214
P -2.221 -1.879 1.610
P -2.658 -1.825 -1.539
P -0.234 1.747 -0.718
F 3.550 -0.430 7.665
O -0.177 -0.771 -2.049
O 0.646 2.646 3.704
O 0.814 1.202 1.975
C -1.503 2.333 -1.894
C -3.372 3.785 -2.370
C 3.241 -4.054 -1.117
C 1.015 4.747 1.936
C -3.645 -2.762 0.842
C 1.326 -2.326 -0.170
C 1.600 0.126 6.488
C 2.371 0.920 -0.884
C -4.097 -0.720 -1.767
C -3.360 -3.221 -0.588
C 1.145 5.816 1.072
C -1.677 1.723 -3.136
C 0.664 2.422 2.527
C -2.377 3.350 -1.508
C 0.294 3.307 0.134
C 3.597 -0.604 5.330
C 0.950 0.250 5.276
C 1.574 1.897 -2.930
C 1.604 -0.041 4.080
C 2.822 1.696 -3.503
C 2.520 -3.297 -2.012
C 0.783 -1.576 -2.458
C 3.616 0.719 -1.459
C 2.052 -3.082 0.727
C 0.887 -0.015 2.759
C 2.923 -0.476 4.123
C -1.194 -3.241 2.248
C 3.842 1.103 -2.773
C 1.061 -1.584 -3.932
C 0.617 3.490 1.478
C 3.021 -3.964 0.262
C 0.879 5.628 -0.278
C 1.340 1.499 -1.620
C -2.379 -2.517 -3.186
C -3.019 -1.245 3.123
C 2.918 -0.300 6.490
C 1.518 -2.389 -1.570
C -2.669 2.169 -3.999
C 0.457 4.393 -0.732
C -3.509 3.208 -3.625
H 1.109 0.353 7.424
H -2.284 -0.859 3.827
H 0.997 6.442 -0.981
H -3.564 -2.060 3.601
H 4.811 0.942 -3.226
H -0.075 0.598 5.259
H -2.619 -4.025 -0.595
H -3.795 0.126 -2.386
H -0.450 -2.840 2.938
H -1.037 0.896 -3.414
H -0.141 -0.352 2.877
H 1.407 -0.697 2.082
H -2.039 -1.734 -3.860
H 3.597 -4.562 0.954
H -1.822 -3.955 2.783
H 2.995 2.005 -4.526
H -4.033 4.586 -2.064
H -3.306 -2.954 -3.559
H -2.782 1.704 -4.971
H -1.605 -3.283 -3.134
H 2.203 0.626 0.145
H -4.261 -3.599 -1.076
H -4.428 -0.326 -0.806
H -4.265 3.569 -4.310
H -3.894 -3.601 1.495
H 0.615 -1.594 0.214
H 0.450 -0.827 -4.422
H -0.668 -3.743 1.437
H 4.000 -4.729 -1.490
H 0.790 2.361 -3.514
H -2.279 3.815 -0.535
H 1.247 4.849 2.987
H -3.719 -0.446 2.876
H -4.497 -2.078 0.857
H 3.440 -0.715 3.201
H 0.837 -2.554 -4.388
H 1.878 -2.985 1.793
H 2.721 -3.395 -3.070
H 0.237 4.280 -1.786
H 4.407 0.261 -0.881
H 1.468 6.779 1.441
H -4.930 -1.237 -2.247
H 4.623 -0.939 5.379
H 2.110 -1.361 -4.146
*
```

---

Record 11
4 unconnected molecules or ions with the total composition C14H21N3OS, computed with ωB97M-V/def2-TZVPD.

Output
LUMO level ... 0.75 eV
Gap between HOMO and LUMO ... 8.94 eV
Calculated total energy ... -32210.0658 eV
Relative energy (zero: lowest compared OMol25 entry of this formula, charge and spin) ... 315.9 kJ/mol

ORCA input file:
```
! wB97M-V def2-TZVPD RIJCOSX def2/J DEFGRID3
* xyz 0 1
S -45.532 6.642 -19.831
O -46.579 7.245 -18.955
N -42.654 8.049 -15.100
N -40.106 11.135 -15.693
N -41.680 8.580 -18.261
C -39.293 10.032 -15.606
C -40.680 11.337 -14.469
C -46.390 5.382 -20.838
C -45.251 7.818 -21.182
C -42.559 6.783 -15.580
C -42.503 9.369 -18.991
C -40.481 8.445 -18.927
C -41.860 9.798 -20.118
C -43.754 8.679 -15.590
C -40.578 9.214 -20.077
C -40.210 10.403 -13.586
C -43.709 6.556 -16.323
C -39.354 9.545 -14.333
C -44.480 7.751 -16.316
H -43.535 9.538 -18.717
H -43.927 9.724 -15.398
H -45.409 7.892 -16.842
H -45.691 4.589 -21.101
H -46.793 5.792 -21.770
H -39.599 8.090 -18.421
H -46.239 8.196 -21.448
H -39.779 9.398 -20.781
H -40.429 10.443 -12.532
H -38.712 9.633 -16.421
H -41.942 8.544 -14.584
H -38.803 8.725 -13.901
H -44.847 7.290 -22.047
H -44.565 8.593 -20.860
H -47.264 4.994 -20.320
H -41.714 6.152 -15.371
H -41.276 12.205 -14.233
H -43.996 5.640 -16.812
H -41.946 8.156 -17.386
H -42.345 10.354 -20.901
H -40.369 11.666 -16.501
*
```